1.
Below is a cluster of 21 separate species, C37H124O45P8 in total at a distorted geometry, with properties calculated with ωB97M-V with the def2-TZVPD basis set.

The HOMO-LUMO gap is 10.1 eV. For the LUMO energy, the calculation gives 0.04 eV.

The geometry in XYZ format:
```
214
Properties=species:S:1:pos:R:3:lowdin_charge:R:1
O -10.12615 -16.68078 11.99711 -0.21
H -19.38738 -17.37614 10.20883 0.06
H -16.85370 -33.44189 7.89168 0.08
H -13.95965 -25.27809 -3.25331 0.10
H -7.11810 -21.24046 -9.41497 0.09
C -10.06234 -11.45790 0.51046 -0.15
O -13.17790 -19.61390 5.11321 -0.23
C -18.42787 -32.57582 -0.72999 -0.14
H -5.25662 -16.19202 6.87356 0.06
H -15.87071 -29.09912 0.18952 0.09
H -9.21421 -28.44629 1.76866 0.09
C -6.79652 -25.37271 7.01913 -0.20
H -3.63266 -20.88967 1.23346 0.08
H -15.82190 -21.36459 -5.64201 0.08
H -19.04233 -16.68262 0.00356 0.08
O -8.70095 -11.02526 -3.11245 -0.21
P -6.07012 -26.99259 0.59528 0.50
O -7.88671 -24.91584 7.74170 -0.11
C -4.50483 -12.41293 2.34076 -0.17
P -9.27935 -10.35826 -1.73316 0.52
H -16.66269 -28.72158 -4.67068 0.09
O -6.51670 -27.28681 -0.95194 -0.21
H -3.56324 -12.95690 2.41556 0.07
H -12.18470 -14.97205 -3.87026 0.07
H -11.85202 -30.24258 7.57523 0.09
H -7.63951 -13.90637 11.50318 0.09
O -16.91579 -23.55863 -2.26657 -0.20
H -17.41118 -29.93289 9.09307 0.09
H -13.00538 -22.71105 4.98624 0.09
H -14.00754 -17.85891 4.54139 0.09
H -18.19832 -29.26404 -5.35147 0.09
H -7.24321 -12.05384 -1.97710 0.07
H -3.72740 -29.36366 -0.14495 0.09
C -13.20196 -15.04164 -3.48496 -0.16
H -9.25307 -19.89106 -6.85254 0.09
H -19.23343 -33.28901 -0.90475 0.09
H -7.86474 -29.16386 0.79917 0.09
H -16.61673 -30.30104 10.62000 0.09
H -15.72026 -14.18995 9.72481 0.07
O -15.61422 -21.29643 -2.68169 -0.27
H -21.24567 -17.51156 -0.06816 0.07
H -11.67052 -14.07139 14.92848 0.08
H -5.81410 -19.84831 8.67171 0.08
H -10.00615 -14.16609 15.48778 0.08
C -17.98321 -18.43076 10.87727 -0.14
H -15.91691 -11.66510 5.82302 0.08
H -15.18297 -33.10762 8.16635 0.09
H -9.07334 -27.96949 0.16577 0.08
O -11.63178 -19.09086 3.11846 -0.25
H -11.21944 -15.10882 16.25604 0.08
H -3.14122 -20.09881 8.79026 0.07
H -6.94283 -26.36520 6.59291 0.07
C -12.85626 -30.29786 7.99540 -0.09
H -4.97907 -19.50574 10.17299 0.08
H -17.21920 -21.92123 -6.46704 0.09
H -16.32782 -12.14535 1.25502 0.07
H -13.45617 -14.55247 9.11075 0.08
H -17.92941 -21.90640 -1.47029 0.08
C -13.87324 -13.78581 9.76373 -0.18
C -15.93824 -33.14278 7.38121 -0.12
O -9.55716 -11.64581 -0.74606 -0.22
O -17.18662 -22.47883 -4.48911 -0.21
H -6.72346 -26.02613 -2.53163 0.09
H -12.28219 -24.63819 -8.71936 0.09
C -16.88844 -21.53981 -5.50100 -0.12
H -10.81166 -10.66635 0.51952 0.09
O -21.04635 -16.60660 -0.31900 -0.13
H -5.96977 -25.48420 7.72066 0.07
H -7.56302 -14.60034 6.71643 0.08
O -9.06183 -14.61524 13.02959 -0.24
C -16.81701 -30.68080 9.61813 -0.10
O -16.56602 -30.04378 -1.41649 -0.26
H -15.86284 -30.88846 0.22565 0.09
H -8.04664 -19.94962 -9.95571 0.08
H -13.09655 -15.14073 -2.40460 0.08
H -16.44169 -10.13766 0.04589 0.07
O -5.21626 -28.34507 0.94069 -0.24
C -17.65129 -29.10731 -4.42180 -0.11
H -13.74911 -16.84622 -3.55020 0.06
O -10.39022 -9.38621 -1.96593 -0.25
C -10.76658 -17.93835 11.87333 -0.12
H -2.06109 -18.73459 1.22146 0.08
H -11.69207 -17.88961 11.29957 0.08
H -15.19029 -19.20693 4.74665 0.09
P -9.28639 -22.74060 -8.51936 0.53
H -13.35556 -24.70071 10.99962 0.07
O -4.85513 -11.83484 3.58358 -0.13
P -16.12703 -22.61240 -3.25760 0.49
H -4.38006 -11.71573 1.51224 0.08
H -3.58634 -18.54075 2.18905 0.07
C -3.88145 -28.45506 0.43714 -0.11
O -3.92653 -19.66419 8.44971 -0.13
P -11.95541 -20.25458 4.23364 0.47
H -19.97151 -23.38880 8.07139 0.07
O -16.23663 -12.20143 0.30100 -0.12
H -16.90777 -11.07380 -1.32328 0.08
H -18.61315 -25.31105 6.42815 0.07
C -9.84903 -20.80331 -6.87945 -0.13
O -14.95167 -23.61793 -3.82716 -0.23
H -4.91707 -21.20431 9.36856 0.08
H -7.13947 -13.82608 13.20980 0.09
O -10.85432 -15.92104 14.37032 -0.22
C -16.90922 -11.08189 -0.23332 -0.18
H -2.38625 -19.78566 2.55025 0.08
C -19.72518 -16.66036 -0.84575 -0.16
H -19.21959 -24.83250 8.63754 0.07
P -17.92409 -30.55863 -2.24134 0.50
C -7.85621 -8.27388 -0.90831 -0.11
O -15.58797 -30.75626 8.93927 -0.26
H -10.63842 -20.67120 -7.61941 0.09
H -13.66544 -14.10408 -3.79199 0.08
H -18.89916 -23.34722 -1.60967 0.09
O -7.90999 -9.66527 -1.15690 -0.24
C -14.40299 -24.86718 11.25115 -0.18
H -14.89570 -25.15015 10.32096 0.08
H -11.92622 -23.57969 -10.11130 0.09
H -19.63116 -17.43391 -1.60790 0.08
H -18.82741 -18.64629 11.53222 0.08
H -7.34616 -16.13351 7.63620 0.07
C -13.00317 -22.64112 3.89849 -0.11
H -14.10588 -18.99559 3.29273 0.08
H -17.33177 -20.56790 -5.28433 0.09
H -12.16965 -23.25763 3.56197 0.09
C -7.73549 -14.37652 12.48188 -0.09
H -17.39820 -31.60165 9.66678 0.09
C -14.20727 -18.91748 4.37519 -0.10
C -5.95342 -26.54006 -1.95629 -0.16
O -10.91411 -23.07103 -8.42151 -0.24
H -17.07591 -18.23956 11.45030 0.07
O -17.96571 -32.16328 -1.98514 -0.21
O -10.78153 -20.70253 5.01409 -0.24
H -10.21673 -18.73355 11.36992 0.09
H -3.20821 -28.36694 1.28983 0.09
H -9.96755 -18.45262 2.13995 0.09
H -6.78644 -11.46317 -3.47446 0.09
H -9.27223 -11.15305 1.19668 0.09
H -17.43410 -9.82560 4.48517 0.08
H -17.43718 -29.99357 0.48888 0.08
H -7.65975 -21.13753 -11.12048 0.09
H -5.34271 -25.72358 -1.57096 0.08
H -7.15238 -15.29511 12.41661 0.08
H -18.26039 -23.56290 7.95402 0.07
H -13.19147 -23.67546 -3.09866 0.09
H -6.95971 -7.95695 -1.44116 0.09
H -5.35351 -27.06735 -2.69802 0.09
O -7.52230 -27.20393 1.33414 -0.23
O -18.43588 -17.24970 10.19314 -0.15
O -8.95844 -21.80341 -7.25378 -0.22
H -6.52988 -24.69740 6.20613 0.08
O -17.46593 -30.38197 -3.79860 -0.22
C -16.52317 -10.00042 5.05766 -0.20
C -11.50343 -24.08213 -9.24130 -0.11
O -3.38352 -20.08440 0.77404 -0.11
O -13.82944 -30.97246 7.15611 -0.23
O -14.89277 -23.72423 11.90193 -0.12
C -16.45736 -30.00035 0.01137 -0.10
H -16.66904 -9.81243 6.12137 0.08
P -15.40692 -30.57039 7.33085 0.53
H -17.66460 -33.08446 -0.14108 0.09
H -9.98821 -20.21276 2.29898 0.09
O -12.69687 -21.38183 3.31537 -0.24
O -16.21076 -31.89530 6.75227 -0.22
H -14.67275 -23.76410 12.83553 0.07
O -16.10532 -11.30207 4.95451 -0.11
H -12.82455 -30.76094 8.98163 0.09
O -15.16504 -13.56690 9.25033 -0.12
O -15.87064 -29.23475 6.74555 -0.28
C -2.87458 -19.23674 1.74507 -0.20
H -8.70326 -7.65587 -1.20607 0.09
C -10.60942 -19.33351 2.12830 -0.08
H -15.72423 -33.91019 6.63731 0.09
H -17.92465 -11.02148 0.15829 0.07
O -19.19866 -29.87817 -1.93720 -0.24
H -17.70932 -23.14237 -0.36879 0.09
H -10.78098 -24.83497 -9.55656 0.08
H -14.48871 -25.73203 11.90904 0.07
H -18.24681 -28.35681 -3.90199 0.09
H -10.22442 -20.91020 -5.86174 0.09
H -18.79228 -31.75074 -0.11800 0.07
H -17.76234 -19.15423 10.09247 0.08
H -7.64512 -8.14256 0.15297 0.09
H -5.32868 -13.10677 2.17356 0.08
H -11.18522 -19.35497 1.20305 0.09
H -13.86245 -14.15334 10.78982 0.07
H -8.20243 -24.16546 7.23291 0.08
H -13.10008 -29.24010 8.09442 0.08
C -10.89744 -14.75672 15.27601 -0.08
H -14.36216 -24.03203 -1.89996 0.09
H -3.59010 -27.71911 -0.31226 0.08
O -9.16384 -21.70578 -9.76807 -0.23
C -17.88264 -22.99481 -1.43475 -0.13
H -15.77808 -9.25506 4.77950 0.07
C -4.94576 -20.11893 9.27243 -0.19
H -7.48159 -16.21838 5.93976 0.07
C -14.10676 -24.24511 -2.93797 -0.14
C -19.19361 -24.11029 7.82153 -0.17
O -8.47873 -16.98386 13.92483 -0.24
C -8.45216 -28.27010 1.00949 -0.09
O -5.65716 -15.34084 6.68207 -0.13
C -7.95741 -21.02911 -10.07752 -0.11
O -19.25912 -24.60276 6.47955 -0.11
H -13.31854 -12.84934 9.82231 0.08
H -11.09973 -18.32513 12.83641 0.08
H -7.71167 -12.97917 -3.34863 0.09
H -19.56884 -15.69837 -1.33385 0.08
P -9.55574 -16.13324 13.39787 0.44
C -7.08858 -15.58154 6.73228 -0.14
O -5.30124 -25.75901 0.90526 -0.24
O -8.34952 -23.96361 -8.51725 -0.29
H -10.43630 -12.39273 0.92801 0.09
H -4.98753 -12.57878 4.17569 0.07
H -13.93138 -23.00125 3.45485 0.09
O -13.83881 -16.12915 -4.18214 -0.13
C -7.63155 -11.95279 -2.99055 -0.13
```

2.
Below is a structure of composition C37H21Br2F4O6PSTi at a distorted geometry, with properties calculated with ωB97M-V with the def2-TZVPD basis set.

As for the spin multiplicity: 2. Its charge is -1. The energy above the lowest of the compared OMol25 structures with the same formula, charge and spin is 2.046 eV. The HOMO-LUMO gap (alpha / beta) is 6.1 / 7.2 eV. For the LUMO energy (alpha / beta), the calculation gives 2.00 / 2.00 eV.

The geometry in XYZ format:
```
73
Properties=species:S:1:pos:R:3:mulliken_spin:R:1
H 5.43340 -0.30660 -4.09460 0.00
C -3.06340 -0.13210 -4.58590 0.01
C 1.22720 2.34340 1.50440 0.00
O 1.32680 8.69780 -0.53230 0.00
C 4.43840 -2.43880 0.07070 0.00
O -0.39810 1.68190 3.19880 0.00
H -0.80890 -0.02530 -5.99900 0.00
C 0.21490 1.39380 2.19270 0.01
F 1.51740 -5.32550 -0.02720 0.00
C 0.59920 5.98430 -0.85690 0.00
C 4.97460 1.68100 -3.44920 0.00
C -0.97100 6.30150 0.94050 0.00
C 4.67010 0.96820 1.48880 0.00
Br -2.46050 -0.41090 0.05730 0.01
C 0.61440 0.18900 -4.42090 -0.01
H 3.10100 -0.05440 4.85650 0.00
O 0.10780 0.26960 1.54470 0.01
H -5.14680 -0.20710 -4.14610 0.00
C 4.94090 0.30030 -3.34970 0.00
C 4.27090 -0.30740 -2.30220 0.00
C -1.75310 -0.04960 -4.07010 0.00
C 3.53290 0.23350 3.90880 0.00
H 0.59510 4.04300 -1.78730 0.00
F 6.09530 -4.12700 0.12790 0.00
O 1.83920 3.21650 2.08470 0.02
H 1.36600 6.40270 -1.49270 0.00
C 0.59000 8.17920 0.26940 0.00
C -2.67950 -0.19980 -1.85650 -0.01
H 4.35330 3.53520 -2.55500 0.00
C -0.83630 4.18300 -0.19580 0.00
C 0.80780 0.30230 -3.03690 0.04
H 3.24130 2.46800 -0.66040 0.00
Br 0.28260 -2.55400 -0.09270 -0.01
H 4.21910 -1.38580 -2.25660 0.00
C 2.46580 -4.37810 -0.00510 0.00
H -3.19410 -0.13360 -5.66030 0.00
Ti 0.05770 0.81560 -0.17680 0.91
C 4.79890 -3.76680 0.08110 0.00
P 2.58800 -0.26670 -0.01500 0.02
C -0.64190 0.03100 -4.93230 0.01
C -4.14320 -0.19240 -3.75000 0.00
S -1.52900 2.60050 -0.40670 -0.02
C -0.21960 0.18710 -2.11490 -0.02
C 3.71460 1.85360 -1.41570 0.00
H 6.18700 1.90710 2.65970 0.00
C 2.93470 -0.14880 2.72330 0.00
C 0.05220 6.80960 0.13290 0.00
C 3.48350 0.24360 1.50390 -0.02
C 5.26830 1.33820 2.67900 0.00
H 1.82170 0.48690 -2.69750 0.00
C -1.52770 -0.03070 -2.65810 0.00
F 5.41120 -1.50980 0.11040 0.00
H 1.47250 0.24720 -5.07440 0.00
H -1.46820 6.91090 1.68580 0.00
H 2.03810 -0.75880 2.73930 0.00
C -3.94910 -0.25590 -2.36580 0.01
C 3.80430 -4.76320 0.04300 0.00
C 0.17100 4.68680 -1.02290 0.00
C 4.69440 0.98900 3.88800 0.00
H 5.16490 1.29160 4.81260 0.00
H -4.78900 -0.35080 -1.69870 0.00
H -2.19070 4.60470 1.39900 0.00
C 3.66140 0.46060 -1.31520 0.00
C 3.09860 -2.02140 -0.01200 0.00
H -0.31410 8.33080 1.97210 0.00
C -1.40410 5.00790 0.77850 0.00
F 4.15000 -6.06530 0.06150 0.00
O 0.21480 8.87290 1.37220 0.00
C 2.11700 -3.04330 -0.03360 0.00
H 5.13570 1.23580 0.55230 0.00
O 1.33030 2.06050 0.23950 0.03
C 4.35250 2.45560 -2.48220 0.00
H 5.47260 2.15490 -4.28240 0.00
```